{"formula": "C5H6O4Sm", "method": "ωB97M-V/def2-TZVPD", "orbital_gap_ha": [0.0808, 0.1955], "e_homo_ev": [-8.3, -11.3], "spin_multiplicity": 8, "e_lumo_ev": [-6.072, -5.932], "de_lowest_ev": 5.006, "charge": 1, "elements": ["O", "C", "O", "O", "C", "C", "Sm", "H", "H", "H", "H", "C", "C", "O", "H", "H"], "coordinates": [[-2.978552, -0.554795, -0.645329], [-2.017489, 0.204307, -0.931586], [-2.193143, 1.310164, -1.504230], [-0.773688, -0.160720, -0.618997], [0.139507, 0.847550, -0.207127], [1.466822, 0.221500, 0.186005], [-4.967260, 0.992414, -1.837870], [-0.294635, 1.459795, 0.594255], [0.330904, 1.536044, -1.040433], [2.109847, 0.497303, -0.666307], [2.576698, -1.739891, 0.382550], [0.899644, -0.724148, 1.927601], [1.601142, -1.257370, 0.531682], [0.627739, -0.694097, 3.010033], [2.649100, -0.001927, 0.668934], [0.823363, -1.936129, 0.150818]], "forces_ev_per_angstrom": [[-1.1, -0.2, -0.5], [-0.1, 0.6, 0.0], [-1.4, 0.9, -0.7], [-0.4, -1.0, 0.5], [0.3, 2.0, 0.9], [5.8, -1.2, -2.9], [3.2, -0.8, 1.1], [-0.2, -0.4, -0.1], [-0.1, -0.3, 0.2], [-0.4, -0.7, -1.1], [0.1, 0.1, 0.3], [0.5, -0.6, -5.8], [-3.0, -1.3, 1.1], [-0.3, -0.8, 5.9], [-2.9, 3.6, 1.2], [0.2, 0.1, -0.1]]}

{"formula": "C5H6O4Y", "method": "ωB97M-V/def2-TZVPD", "orbital_gap_ha": [0.1827, 0.2766], "e_homo_ev": [-14.9, -17.5], "spin_multiplicity": 2, "e_lumo_ev": [-9.884, -9.974], "de_lowest_ev": 3.522, "charge": 2, "elements": ["C", "C", "H", "H", "H", "Y", "C", "O", "C", "O", "O", "H", "H", "H", "C", "O"], "coordinates": [[1.751007, 0.914489, -0.660733], [2.542931, -0.101223, 0.004628], [2.230863, 1.845889, -0.984160], [1.727721, 1.123292, 0.616938], [3.384721, 0.391935, 0.488458], [0.628147, -0.061845, -2.354878], [2.615258, -1.568130, 0.153629], [1.431033, -2.138757, 0.844358], [0.251922, -1.671863, 0.640420], [-0.030224, -0.746630, -0.143003], [-0.600437, -2.042741, 1.553703], [3.420140, -1.901847, 0.819623], [2.770125, -2.141094, -0.767645], [-1.412153, -1.517452, 1.505409], [-2.567063, 2.351593, -1.097262], [-1.693438, 1.727082, -1.453665]], "forces_ev_per_angstrom": [[-0.9, 0.6, 0.1], [3.0, 0.6, 0.8], [0.7, -0.1, 0.2], [-1.3, 0.0, -2.6], [0.3, -0.4, 0.0], [-0.6, 0.8, 3.5], [-0.9, -0.5, 0.2], [0.3, -0.9, -0.4], [-0.2, 1.1, 2.0], [-0.4, -0.7, -2.9], [0.3, -0.5, -0.2], [-0.2, 0.5, -0.2], [-0.3, -0.1, -0.2], [-0.2, -0.1, -0.1], [-0.3, 0.3, 0.2], [0.7, -0.5, -0.4]]}

{"formula": "C5H6OS", "method": "ωB97M-V/def2-TZVPD", "orbital_gap_ha": 0.2919, "e_homo_ev": -8.0, "e_lumo_ev": -0.065, "smiles": "CC(=O)C1=C(C)S1", "de_lowest_ev": 2.747, "elements": ["C", "C", "O", "C", "C", "C", "S", "H", "H", "H", "H", "H", "H"], "coordinates": [[-0.168359, -2.054123, -0.290895], [-1.663472, -1.541675, 0.030843], [-2.550699, -2.336322, 0.293693], [-1.831994, -0.103955, 0.064960], [-1.285568, 1.047048, 0.058017], [-0.135087, 1.925682, 0.092912], [-3.130214, 1.134196, -0.092871], [-0.341728, -2.591407, -1.231477], [0.288144, -2.852798, 0.352361], [0.434002, -1.119188, -0.324717], [0.556926, 1.791740, 0.923496], [-0.297515, 3.021807, 0.266593], [0.257905, 1.985542, -0.925593]], "forces_ev_per_angstrom": [[-1.5, 0.6, 0.3], [1.2, -2.6, 1.3], [0.6, 1.0, -0.6], [0.1, -0.7, -0.4], [-0.6, 0.5, 0.4], [0.4, 2.5, 0.0], [-0.1, 0.4, 0.1], [0.6, 0.6, -0.3], [-0.8, 1.1, 0.0], [0.1, -1.1, -0.4], [0.4, -1.1, -0.5], [-1.0, -0.9, -0.1], [0.7, -0.5, 0.2]]}

{"formula": "C5H6OS2", "method": "ωB97M-V/def2-TZVPD", "orbital_gap_ha": [0.1744, 0.1752], "e_homo_ev": [-7.9, -7.9], "e_lumo_ev": [-3.171, -3.179], "de_lowest_ev": 5.680, "elements": ["C", "C", "C", "C", "C", "O", "S", "S", "H", "H", "H", "H", "H", "H"], "coordinates": [[-0.465657, -1.587013, -0.031976], [0.861834, -1.047891, -0.351409], [-0.641847, -0.087677, 0.543306], [0.595151, 0.245853, -0.233447], [1.139855, 1.530390, -0.720292], [-2.357059, 0.922965, 2.022705], [-0.545226, -2.815808, 1.096748], [-2.222819, 0.723509, 0.559987], [-1.110409, -1.629958, -0.940070], [1.593328, -1.696807, -0.727227], [-0.409099, -0.272173, 1.616636], [2.125089, 1.438049, -1.109424], [0.851539, 2.473495, -0.144228], [0.585320, 1.803065, -1.581307]], "forces_ev_per_angstrom": [[-0.7, -1.2, -1.5], [0.3, 0.1, -1.5], [-1.4, 2.4, 1.3], [-0.1, -0.1, 0.2], [-1.3, 1.3, 1.0], [-1.1, 0.2, -0.2], [-0.5, -0.9, 1.0], [2.0, -0.9, 0.9], [0.3, -0.2, 0.6], [1.5, -0.3, -0.5], [-0.4, 0.8, -0.5], [1.1, 0.2, 0.4], [1.2, -1.5, 0.1], [-0.9, -0.2, -1.4]]}

{"formula": "C5H6OS2", "method": "ωB97M-V/def2-TZVPD", "orbital_gap_ha": 0.2924, "e_homo_ev": -8.7, "e_lumo_ev": -0.746, "smiles": "S=C[C@@]12CSC[C@@H]1O2", "de_lowest_ev": 5.617, "elements": ["S", "C", "C", "C", "S", "C", "C", "O", "H", "H", "H", "H", "H", "H"], "coordinates": [[2.741266, -0.801485, -0.119211], [1.705396, 0.509562, -0.014988], [0.405300, 0.612988, 0.693385], [-0.267812, -0.639890, 1.506468], [-0.721886, -1.756833, 0.007960], [-0.752427, -0.429960, -1.341432], [-0.670875, 0.751211, -0.344045], [-0.148827, 1.984030, 0.119362], [1.886506, 1.357393, -0.763294], [-1.367761, -0.458887, 1.876284], [0.332818, -1.082577, 2.242871], [0.132875, -0.424535, -1.940914], [-1.622907, -0.482482, -2.142425], [-1.651672, 0.861459, 0.219976]], "forces_ev_per_angstrom": [[-1.5, 1.8, 0.7], [1.3, -1.2, -1.2], [-1.2, -0.6, -1.4], [-2.7, 2.5, -1.9], [0.2, 0.2, -0.3], [-0.5, 1.2, -0.7], [-3.1, 0.5, 1.8], [1.3, -1.0, 0.2], [-0.3, -1.1, 1.4], [2.6, 0.3, -0.2], [1.0, -0.9, 0.6], [0.8, -0.6, -0.3], [1.3, 0.1, 2.3], [0.6, -1.3, -1.0]]}

{"formula": "C5H6S", "method": "ωB97M-V/def2-TZVPD", "orbital_gap_ha": 0.3129, "e_homo_ev": -8.2, "e_lumo_ev": 0.271, "de_lowest_ev": 5.153, "elements": ["C", "C", "C", "C", "C", "H", "H", "H", "H", "H", "H", "S"], "coordinates": [[-0.325789, 1.010934, 1.192557], [-0.573738, -0.837697, -0.913415], [0.705087, -1.124456, -1.010291], [1.678341, -0.290457, -0.510968], [2.395130, 0.599598, 0.135074], [-0.914167, 2.013390, 1.413654], [-0.197258, 0.496334, 2.478008], [0.632308, 1.234718, 0.430459], [-1.418667, -1.338560, -1.614661], [0.929298, -1.877449, -1.860251], [2.965601, 1.594725, 0.219978], [-1.579457, 0.108082, 0.348442]], "forces_ev_per_angstrom": [[0.1, 2.2, 3.1], [-5.8, -0.4, 0.5], [0.0, -2.0, -3.1], [6.1, 6.0, 4.7], [-2.3, -3.4, -4.4], [1.5, -1.7, -0.3], [0.3, 1.5, -4.3], [-2.9, -0.7, 3.0], [2.4, 0.9, 1.7], [0.1, 1.3, 1.6], [-1.1, -2.3, 0.0], [1.5, -1.5, -2.4]]}

{"formula": "C5H6S", "method": "ωB97M-V/def2-TZVPD", "orbital_gap_ha": 0.3501, "e_homo_ev": -8.6, "e_lumo_ev": 0.975, "smiles": "C#CCSC=C", "de_lowest_ev": 4.532, "elements": ["C", "C", "C", "S", "C", "C", "H", "H", "H", "H", "H", "H"], "coordinates": [[3.400345, -0.651108, -0.189634], [2.415174, 0.003204, 0.153287], [1.114767, 0.658431, 0.198589], [-0.232193, -0.707594, 0.082156], [-1.779928, 0.256065, -0.038792], [-2.879914, -0.546385, -0.013575], [4.292531, -1.496061, -0.196119], [0.852767, 1.214964, -0.777647], [1.120770, 1.416118, 0.999533], [-1.893967, 1.462359, -0.461381], [-3.730233, 0.063251, -0.389568], [-2.680124, -1.673244, 0.633147]], "forces_ev_per_angstrom": [[0.8, -1.7, 1.4], [1.8, -1.5, -1.8], [-1.0, 0.5, -1.6], [0.2, 2.3, 0.7], [-0.3, 0.7, -1.6], [2.0, -0.1, 2.1], [-2.9, 3.1, -0.1], [1.0, -0.7, 1.4], [-0.7, -0.7, 0.1], [0.8, -3.8, 1.2], [-0.3, -1.7, 0.7], [-1.4, 3.5, -2.6]]}

{"formula": "C5H6S", "method": "ωB97M-V/def2-TZVPD", "orbital_gap_ha": 0.2761, "e_homo_ev": -8.6, "e_lumo_ev": -1.122, "smiles": "CCC#CC=S", "de_lowest_ev": 2.728, "elements": ["C", "C", "C", "C", "C", "S", "H", "H", "H", "H", "H", "H"], "coordinates": [[-0.753416, -2.599625, 1.344591], [-0.088688, -1.338981, 2.113173], [0.008759, -0.179131, 1.119616], [0.503927, 0.598407, 0.301607], [0.725029, 1.608343, -0.621019], [-0.087177, 1.298062, -2.101009], [-0.564652, -3.559174, 1.884043], [-0.145434, -2.752929, 0.327387], [-1.861588, -2.734340, 1.052962], [0.904759, -1.595447, 2.358237], [-0.805459, -1.070577, 2.927898], [1.493547, 2.409381, -0.482193]], "forces_ev_per_angstrom": [[1.2, -1.4, -2.0], [-4.0, 0.3, -2.7], [1.8, -0.3, 0.0], [-1.4, -1.0, 2.8], [-0.6, -0.6, -3.5], [1.5, 1.3, 2.0], [0.1, 0.9, 0.0], [-1.4, 0.4, 2.1], [1.6, 1.3, 0.7], [0.9, -0.2, 0.8], [1.2, -0.1, -0.3], [-1.0, -0.7, -0.1]]}

{"formula": "C5H6S2", "method": "ωB97M-V/def2-TZVPD", "orbital_gap_ha": 0.2807, "e_homo_ev": -8.4, "e_lumo_ev": -0.761, "smiles": "C=C/C=C\\SC=S", "de_lowest_ev": 2.537, "elements": ["C", "C", "C", "C", "S", "C", "S", "H", "H", "H", "H", "H", "H"], "coordinates": [[1.262342, 2.498218, -1.009486], [0.600564, 1.541471, -0.450497], [-0.313380, 0.469901, -0.857857], [-0.574622, -0.756570, -0.267784], [-0.044221, -1.080116, 1.298776], [-0.632114, -2.630342, 1.663886], [-0.634539, -3.252526, 3.232327], [1.144221, 2.460460, -2.107949], [2.009803, 2.989358, -0.638329], [0.656665, 1.418389, 0.574345], [-0.793446, 0.620158, -1.807645], [-1.321900, -1.336508, -0.587904], [-1.359374, -2.941894, 0.958117]], "forces_ev_per_angstrom": [[-3.3, -2.7, -5.6], [-1.6, -2.5, 2.2], [-0.3, -1.5, -1.2], [2.3, 5.2, -0.1], [1.6, -0.1, 1.7], [-0.8, 0.3, 3.1], [0.4, 0.5, -2.3], [0.3, 0.8, 0.4], [3.7, 3.2, 2.5], [0.9, 0.2, 2.5], [-0.3, -0.1, -0.4], [-2.6, -2.2, -1.8], [-0.3, -1.0, -0.9]]}